ORCA calculation (the ωB97M-V functional and the def2-TZVPD basis) on 4 unconnected molecules or ions with the total composition C17H22O14 in a non-equilibrium geometry.

Structure (ORCA input):
```
! RIJCOSX wB97M-V def2-TZVPD def2/J DEFGRID3
* xyz 0 1
C 2.255 0.989 0.340
O 1.444 0.951 1.524
C 1.327 2.199 2.148
C 0.469 3.166 1.419
C -0.590 2.984 0.670
C -1.261 1.700 0.292
C -1.638 0.827 1.478
O -2.855 1.270 2.081
C -1.023 4.342 0.180
O -1.641 4.639 -0.722
O -0.486 5.231 1.107
C 0.725 4.662 1.411
O 1.726 5.191 1.539
H 1.616 0.837 -0.524
H 3.014 0.222 0.432
H 2.771 1.944 0.282
H 2.312 2.627 2.331
H 0.899 2.030 3.133
H -0.581 1.144 -0.348
H -2.161 1.953 -0.257
H -1.857 -0.144 1.077
H -0.841 0.691 2.198
H -2.809 2.232 2.136
C -0.310 -3.914 3.160
C -0.860 -2.584 3.616
O -1.031 -1.885 2.377
C -1.156 -2.809 1.391
O -1.473 -2.558 0.272
O -0.869 -4.049 1.848
H -0.618 -4.741 3.796
H 0.775 -3.911 3.077
H -1.830 -2.673 4.109
H -0.178 -2.047 4.271
C -1.958 3.101 -3.580
C -2.435 2.813 -4.984
O -1.320 2.120 -5.552
C -0.607 1.567 -4.536
O 0.281 0.792 -4.677
O -1.049 2.024 -3.335
H -2.762 3.100 -2.849
H -1.415 4.044 -3.505
H -3.306 2.155 -5.004
H -2.659 3.714 -5.549
C 1.998 -5.337 -1.337
C 2.734 -4.038 -1.568
O 2.653 -3.409 -0.286
C 2.471 -4.377 0.643
O 2.524 -4.198 1.819
O 2.216 -5.570 0.058
H 2.389 -6.159 -1.931
H 0.924 -5.248 -1.515
H 3.785 -4.191 -1.820
H 2.272 -3.417 -2.332
*
```

Computed properties:
- E (hartree) = -1714.3378
- HOMO-LUMO gap (eV) = 10.098
- LUMO level (eV) = -0.064